The following is a DFT calculation (the ωB97M-V functional and the def2-TZVPD basis) of a molecular structure, C24H38Cl14N2.

As for the LUMO energy: 0.1 eV. Its HOMO energy is -7.736 eV. The charge is 0. The orbital gap comes out at 7.88 eV. The calculation puts the energy above the lowest of the compared OMol25 structures with the same formula, charge and spin at 3103.1 kJ/mol. Its total energy is -203767.8607 eV.

Geometry (Å):
Cl1 0.11 4.54 -0.41
C1 -1.59 3.82 -0.84
C2 -1.33 3.10 -2.19
Cl2 -2.69 1.91 -2.43
H1 -2.35 4.60 -0.91
H2 -1.89 3.10 -0.08
H3 -0.44 2.50 -2.02
H4 -1.33 3.70 -3.11
Cl3 -1.16 -0.23 2.04
C3 -2.63 -1.16 2.68
C4 -2.40 -2.09 3.80
Cl4 -2.16 -1.14 5.38
H5 -3.15 -1.56 1.80
H6 -3.44 -0.43 2.79
H7 -1.62 -2.84 3.64
H8 -3.24 -2.78 3.94
Cl5 0.82 -3.20 4.38
C5 0.27 -1.66 3.60
C6 1.40 -0.75 3.26
Cl6 0.68 0.79 2.64
H9 -0.43 -1.16 4.27
H10 -0.25 -1.97 2.69
H11 1.95 -1.21 2.44
H12 2.12 -0.44 4.02
Cl7 0.53 3.82 2.22
C7 -1.25 3.91 2.37
C8 -1.82 2.50 2.66
Cl8 -1.47 2.06 4.37
H13 -1.63 4.25 1.41
H14 -1.53 4.68 3.10
H15 -1.47 1.74 1.96
H16 -2.91 2.58 2.63
Cl9 -0.22 -0.05 -4.32
C9 -1.52 1.08 -4.81
C10 -2.79 0.47 -5.36
Cl10 -3.63 -0.58 -4.11
H17 -1.18 1.82 -5.53
H18 -1.86 1.72 -4.00
H19 -2.50 -0.21 -6.16
H20 -3.55 1.20 -5.64
Cl11 -1.74 -3.36 1.06
C11 -1.24 -2.47 -0.41
C12 0.05 -3.18 -0.90
Cl12 1.50 -2.71 0.04
H21 -0.95 -1.45 -0.19
H22 -1.92 -2.52 -1.27
H23 0.34 -2.83 -1.90
H24 -0.01 -4.25 -0.70
Cl13 4.61 -1.18 -3.76
C13 2.85 -1.31 -4.23
C14 1.88 -0.86 -2.99
Cl14 2.23 -1.87 -1.57
H25 2.78 -2.37 -4.46
H26 2.57 -0.82 -5.16
H27 0.85 -1.04 -3.27
H28 2.11 0.19 -2.77
N1 4.68 -1.88 1.91
C15 4.71 -0.83 2.74
C16 3.84 0.24 2.57
C17 2.89 0.21 1.56
C18 2.87 -0.87 0.72
C19 3.74 -1.93 0.88
H29 5.54 -0.71 3.42
H30 4.04 1.05 3.26
H31 2.20 1.04 1.45
H32 2.09 -0.99 -0.02
H33 3.65 -2.79 0.24
N2 -1.66 0.73 -0.11
C20 -0.48 0.91 0.53
C21 0.74 0.59 0.07
C22 0.81 0.03 -1.24
C23 -0.36 -0.25 -1.93
C24 -1.58 0.08 -1.30
H34 -0.55 1.24 1.56
H35 1.72 0.82 0.47
H36 1.72 -0.35 -1.68
H37 -0.48 -0.75 -2.88
H38 -2.47 0.03 -1.90